The following is a DFT calculation (ωB97M-V with the def2-TZVPD basis set) of a molecular structure, C35H52OP4Rh.

Geometry (Å):
Rh (-0.43, 0.97, 0.46)
P (-0.40, 2.42, 2.10)
P (0.21, -2.45, 2.48)
P (-1.89, 1.87, -0.83)
H (-4.19, -5.67, 0.76)
C (-4.14, -5.34, -0.28)
C (-3.07, -5.61, -1.04)
H (-2.18, -6.10, -0.64)
C (-1.80, 2.34, 3.28)
C (1.06, 2.29, 3.19)
C (-0.42, 4.17, 1.58)
C (0.11, -4.09, 3.24)
C (1.93, -1.86, 2.57)
C (-0.73, -1.29, 3.50)
C (-2.46, 0.59, -1.99)
C (-1.34, 3.24, -1.91)
C (-3.42, 2.33, 0.05)
H (-5.02, -4.86, -0.71)
H (-3.09, -5.43, -2.12)
H (-1.57, 2.97, 4.15)
H (-1.94, 1.31, 3.62)
H (-2.72, 2.70, 2.81)
H (1.13, 3.21, 3.78)
H (1.98, 2.17, 2.61)
H (0.95, 1.43, 3.87)
H (-1.42, 4.59, 1.75)
H (-0.16, 4.29, 0.52)
H (0.31, 4.73, 2.18)
H (0.61, -4.04, 4.22)
H (0.59, -4.81, 2.55)
H (-0.96, -4.35, 3.31)
H (2.39, -2.13, 3.54)
H (1.96, -0.77, 2.49)
H (2.54, -2.29, 1.77)
H (-1.22, -1.81, 4.33)
H (-1.49, -0.76, 2.91)
H (-0.06, -0.53, 3.94)
H (-3.03, 1.07, -2.80)
H (-3.10, -0.12, -1.46)
H (-1.63, 0.03, -2.43)
H (-1.75, 3.07, -2.92)
H (-0.24, 3.25, -1.99)
H (-1.70, 4.19, -1.50)
H (-4.22, 2.55, -0.67)
H (-3.26, 3.21, 0.70)
H (-3.73, 1.48, 0.68)
C (-2.19, -2.85, -0.77)
C (-3.19, -2.28, 0.11)
C (-4.43, -1.92, -0.37)
C (-4.72, -2.01, -1.74)
C (-3.73, -2.45, -2.64)
C (-2.48, -2.81, -2.18)
O (-1.19, -3.50, -0.31)
H (-0.36, -2.98, 1.24)
H (-2.98, -2.31, 1.19)
H (-5.23, -1.60, 0.32)
H (-5.71, -1.75, -2.12)
H (-3.95, -2.49, -3.71)
H (-1.72, -3.22, -2.85)
C (4.01, -3.08, -0.94)
C (2.62, -3.16, -0.81)
C (1.86, -1.98, -0.72)
C (2.51, -0.74, -0.69)
C (3.88, -0.67, -0.96)
C (4.64, -1.84, -1.04)
P (1.54, 0.81, -0.51)
C (2.73, 1.97, 0.25)
C (3.79, 1.55, 1.08)
C (4.63, 2.50, 1.67)
C (4.36, 3.86, 1.53)
C (3.27, 4.29, 0.77)
C (2.48, 3.35, 0.10)
C (1.56, 1.28, -2.29)
C (2.32, 2.34, -2.81)
C (2.16, 2.72, -4.14)
C (1.29, 2.01, -4.97)
C (0.61, 0.89, -4.49)
C (0.78, 0.50, -3.16)
H (4.60, -4.00, -0.97)
H (2.10, -4.12, -0.79)
H (0.77, -2.04, -0.65)
H (4.36, 0.29, -1.12)
H (5.72, -1.78, -1.16)
H (3.98, 0.49, 1.24)
H (5.48, 2.16, 2.26)
H (4.99, 4.60, 2.02)
H (3.03, 5.35, 0.66)
H (1.67, 3.69, -0.55)
H (3.03, 2.88, -2.19)
H (2.71, 3.59, -4.52)
H (1.14, 2.33, -6.00)
H (-0.06, 0.32, -5.14)
H (0.30, -0.41, -2.79)

relative energy (zero: lowest compared OMol25 entry of this formula, charge and spin)	0.00	kcal/mol
gap between HOMO and LUMO (alpha / beta)	6.902 / 4.298	eV
charge	+3
HOMO level (alpha / beta)	-15.75 / -15.84	eV
strongest force on any atom	4.88	eV Å⁻¹
multiplicity	5

---

The following is a DFT calculation (ωB97M-V with the def2-TZVPD basis set) of a molecular structure, C35H53CaNOP2Sb.

Geometry (Å):
Ca (0.86, -0.02, 0.88)
P (1.73, -0.09, -1.87)
P (-1.86, -0.12, 1.83)
N (-0.05, -1.87, -0.08)
C (1.66, -1.95, -1.96)
H (1.60, -2.21, -3.03)
H (2.60, -2.36, -1.58)
C (0.47, -2.61, -1.23)
H (-0.37, -2.74, -1.95)
H (0.76, -3.64, -0.95)
C (-1.18, -2.61, 0.48)
H (-0.88, -3.65, 0.75)
H (-1.93, -2.73, -0.32)
C (-1.85, -1.98, 1.72)
H (-1.40, -2.39, 2.64)
H (-2.91, -2.29, 1.72)
C (-3.69, 0.26, 1.60)
C (-3.92, 1.70, 1.12)
H (-5.00, 1.84, 0.95)
H (-3.41, 1.91, 0.18)
H (-3.61, 2.44, 1.87)
C (-1.39, 0.14, 3.63)
C (-1.41, 1.63, 4.01)
H (-1.02, 1.75, 5.03)
H (-2.42, 2.05, 4.00)
H (-0.79, 2.25, 3.35)
C (3.52, 0.26, -1.45)
C (3.81, 1.77, -1.46)
H (4.74, 1.97, -0.92)
H (3.02, 2.36, -0.97)
H (3.94, 2.15, -2.49)
C (1.42, 0.46, -3.64)
C (1.05, 1.94, -3.71)
H (0.72, 2.16, -4.73)
H (1.90, 2.59, -3.48)
H (0.23, 2.20, -3.03)
C (-0.84, 0.02, -0.84)
O (-1.69, 0.02, -1.64)
C (-2.13, -0.70, 4.66)
H (-3.18, -0.41, 4.76)
H (-2.07, -1.77, 4.46)
H (-1.66, -0.54, 5.64)
C (4.56, -0.52, -2.25)
H (5.55, -0.32, -1.82)
H (4.41, -1.60, -2.21)
H (4.60, -0.20, -3.30)
C (2.52, 0.13, -4.65)
H (2.12, 0.36, -5.65)
H (3.41, 0.76, -4.52)
H (2.81, -0.93, -4.66)
C (-4.63, -0.07, 2.76)
H (-4.45, 0.58, 3.63)
H (-5.66, 0.13, 2.43)
H (-4.58, -1.12, 3.06)
H (-3.94, -0.42, 0.76)
H (0.53, -0.14, -3.89)
H (-0.32, -0.19, 3.65)
H (3.60, -0.08, -0.40)
H (2.04, -1.67, 1.82)
H (2.41, -1.06, 2.14)
C (-2.35, 6.50, 3.75)
C (-3.10, 5.93, 2.71)
C (-2.48, 5.09, 1.77)
C (-1.12, 4.79, 1.89)
C (-0.37, 5.36, 2.93)
C (-0.98, 6.21, 3.85)
Sb (-0.17, 3.48, 0.41)
C (-1.04, 4.56, -1.28)
C (-1.85, 3.85, -2.17)
C (-2.57, 4.54, -3.16)
C (-2.48, 5.93, -3.26)
C (-1.65, 6.63, -2.37)
C (-0.93, 5.95, -1.38)
C (1.91, 4.02, 0.79)
C (2.56, 4.99, 0.02)
C (3.88, 5.36, 0.34)
C (4.54, 4.75, 1.40)
C (3.90, 3.76, 2.16)
C (2.58, 3.40, 1.86)
H (-2.83, 7.15, 4.48)
H (-4.17, 6.14, 2.62)
H (-3.07, 4.69, 0.94)
H (0.70, 5.15, 3.01)
H (-0.39, 6.65, 4.65)
H (-1.94, 2.75, -2.11)
H (-3.22, 3.97, -3.84)
H (-3.05, 6.46, -4.02)
H (-1.57, 7.72, -2.45)
H (-0.31, 6.52, -0.68)
H (2.05, 5.47, -0.82)
H (4.37, 6.13, -0.25)
H (5.57, 5.04, 1.65)
H (4.41, 3.28, 2.99)
H (2.08, 2.66, 2.49)

relative energy (zero: lowest compared OMol25 entry of this formula, charge and spin)	0.00	kcal/mol
gap between HOMO and LUMO	6.878	eV
charge	+1
HOMO level	-9.70	eV
strongest force on any atom	2.92	eV Å⁻¹